Density functional theory data (the ωB97M-V functional and the def2-TZVPD basis) for C28H69AuN4O6P2Si4Te as an isolated structure in a non-equilibrium geometry.

Cartesian coordinates (Å):
1 Au -0.861 -0.712 -0.776
2 C -1.579 4.271 0.919
3 C -1.821 3.148 -0.076
4 C -2.509 1.958 0.564
5 O -0.507 2.795 -0.611
6 P -0.357 2.217 -2.088
7 O -1.122 0.996 -2.404
8 C 1.455 2.265 -2.272
9 P 2.367 0.683 -2.439
10 O 1.635 -0.560 -2.680
11 O 3.337 0.963 -3.678
12 C 4.081 2.182 -3.862
13 C 3.705 2.753 -5.220
14 C 5.569 1.894 -3.758
15 O 3.275 0.784 -1.132
16 C 4.106 -0.299 -0.599
17 C 3.270 -1.326 0.133
18 C 4.953 -0.963 -1.678
19 O -0.910 3.321 -3.086
20 C -0.529 4.675 -3.400
21 C 0.155 4.694 -4.758
22 C 0.294 5.358 -2.320
23 H -2.469 4.431 1.526
24 H -1.333 5.206 0.414
25 H -0.752 4.001 1.577
26 H -2.437 3.510 -0.906
27 H -1.917 1.565 1.392
28 H -2.637 1.162 -0.167
29 H -3.489 2.262 0.935
30 H 1.861 2.806 -1.420
31 H 1.634 2.825 -3.188
32 H 3.811 2.895 -3.076
33 H 4.050 2.086 -6.011
34 H 4.165 3.732 -5.355
35 H 2.623 2.850 -5.313
36 H 5.826 1.030 -4.371
37 H 5.847 1.688 -2.725
38 H 6.140 2.754 -4.108
39 H 4.746 0.228 0.112
40 H 2.634 -1.862 -0.568
41 H 2.640 -0.848 0.882
42 H 3.925 -2.040 0.635
43 H 4.301 -1.382 -2.445
44 H 5.532 -1.771 -1.233
45 H 5.640 -0.258 -2.143
46 H -1.485 5.195 -3.490
47 H 1.175 4.309 -4.693
48 H 0.199 5.714 -5.137
49 H -0.406 4.080 -5.461
50 H 1.310 4.963 -2.275
51 H -0.170 5.230 -1.344
52 H 0.353 6.423 -2.544
53 C -3.027 -3.107 -2.159
54 N -1.780 -2.478 -2.615
55 C -1.989 -1.991 -3.983
56 N -2.370 -3.075 -4.893
57 C -3.596 -3.693 -4.385
58 N -3.429 -4.215 -3.026
59 C -2.340 -5.197 -3.039
60 N -1.082 -4.620 -3.521
61 C -0.728 -3.503 -2.643
62 C -1.308 -4.086 -4.866
63 H -3.818 -2.354 -2.146
64 H -2.884 -3.479 -1.142
65 H -1.066 -1.529 -4.338
66 H -2.778 -1.237 -3.970
67 H -3.878 -4.514 -5.048
68 H -4.397 -2.950 -4.380
69 H -2.620 -6.030 -3.689
70 H -2.194 -5.565 -2.021
71 H 0.200 -3.045 -2.992
72 H -0.579 -3.873 -1.625
73 H -1.586 -4.906 -5.532
74 H -0.382 -3.631 -5.223
75 C -0.286 -2.767 6.541
76 Si -0.720 -3.031 4.714
77 C 0.601 -4.221 4.057
78 C -2.391 -3.920 4.669
79 Si -0.855 -1.079 3.411
80 Te -1.400 -2.220 1.248
81 Si 1.076 0.190 3.861
82 C 0.877 0.832 5.638
83 C 1.301 1.720 2.759
84 C 2.726 -0.753 3.917
85 Si -2.678 0.204 4.188
86 C -2.377 2.078 4.026
87 C -2.953 -0.097 6.040
88 C -4.305 -0.176 3.298
89 H -0.309 -3.721 7.071
90 H -0.995 -2.094 7.027
91 H 0.715 -2.344 6.653
92 H 0.541 -5.189 4.559
93 H 1.603 -3.820 4.230
94 H 0.488 -4.386 2.984
95 H -2.372 -4.856 5.231
96 H -2.681 -4.148 3.641
97 H -3.172 -3.287 5.097
98 H 0.024 1.503 5.744
99 H 1.767 1.374 5.964
100 H 0.725 0.000 6.332
101 H 0.475 2.417 2.917
102 H 1.320 1.464 1.696
103 H 2.229 2.245 2.997
104 H 2.557 -1.797 4.194
105 H 3.385 -0.319 4.672
106 H 3.256 -0.747 2.964
107 H -1.718 2.424 4.825
108 H -3.311 2.639 4.106
109 H -1.906 2.348 3.079
110 H -2.041 0.115 6.603
111 H -3.225 -1.137 6.235
112 H -3.744 0.538 6.445
113 H -4.168 -0.151 2.214
114 H -5.091 0.536 3.558
115 H -4.662 -1.176 3.555

Properties
E = -4023.44406 Eh
Gap between HOMO and LUMO = 0.2600 Eh
Maximum force = 1.09 eV Å⁻¹
Total charge = 0
Spin multiplicity = 1
ΔE to the lowest compared entry with this formula, charge and spin = 121.6 kJ/mol

Results of the Mulliken charge analysis, in e, for atoms 1 through 8:
1. Au 1.8631
2. C -1.4062
3. C 0.6810
4. C -1.0455
5. O 0.2059
6. P -0.3105
7. O -1.1734
8. C 0.4377